# 1
DFT (ωB97M-V/def2-TZVPD) results for a cluster of 2 separate species, C2H2ClNS in total.

Last column: Löwdin charge in e.
Cartesian coordinates (Å):
C -0.179 1.141 -0.285  -0.41
C -0.422 -0.164 0.079  -1.24
N 0.095 2.261 -0.551  0.18
S 0.371 -1.429 -0.880  0.67
Cl -2.041 -0.510 0.522  0.63
H 0.479 -0.535 1.885  0.18
H 1.697 -0.763 -0.770  -0.01

Multiplicity = 1
Lowest unoccupied orbital energy (alpha / beta) = -1.7 / -1.2 eV
Energy above the lowest of the compared OMol25 structures with the same formula, charge and spin = 3.4329 eV
Highest occupied orbital energy (alpha / beta) = -10.064 / -9.141 eV
Maximum force = 5.2 eV Å⁻¹
Frontier orbital gap (alpha / beta) = 8.32 / 7.98 eV


# 2
DFT (ωB97M-V/def2-TZVPD) results for an isolated molecule of C2H2F2N4.

Last column: Löwdin charge in e.
Cartesian coordinates (Å):
C 1.350 0.401 0.002  -0.32
C -0.135 0.139 0.005  -0.33
H 1.554 1.468 -0.023  0.15
H -2.703 -1.358 0.040  0.16
N -1.005 1.154 -0.012  0.08
N -2.195 0.586 -0.003  0.04
N -1.953 -0.691 -0.021  -0.05
N -0.682 -1.052 0.009  0.16
F 1.905 -0.176 1.099  0.06
F 1.952 -0.194 -1.085  0.05

Multiplicity = 1
Lowest unoccupied orbital energy = 0.8 eV
Energy above the lowest of the compared OMol25 structures with the same formula, charge and spin = 0.0472 eV
Highest occupied orbital energy = -11.752 eV
Maximum force = 1.7 eV Å⁻¹
Frontier orbital gap = 12.56 eV


# 3
DFT (ωB97M-V/def2-TZVPD) results for a structure of composition C24H12Cl5CoN4O2.

Last column: Löwdin charge in e.
Cartesian coordinates (Å):
Co 0.144 0.153 -0.401  0.59
O 2.305 2.841 1.561  0.08
C 1.852 1.909 0.919  -0.43
N 0.602 1.735 0.442  0.03
C -0.401 2.716 0.497  -0.24
C -0.346 3.948 1.136  -0.02
C -1.466 4.766 1.078  -0.09
C -2.622 4.365 0.414  -0.09
C -2.702 3.130 -0.213  -0.03
C -1.585 2.304 -0.179  -0.27
N -1.458 1.015 -0.718  0.01
C -2.423 0.396 -1.431  -0.43
O -3.557 0.772 -1.676  0.08
C -1.890 -0.865 -2.065  -0.15
C -2.724 -1.670 -2.822  0.02
C -2.169 -2.731 -3.511  -0.03
C -0.798 -2.920 -3.450  -0.04
C -0.038 -2.082 -2.652  -0.14
N -0.563 -1.084 -1.938  0.08
C 2.765 0.807 0.442  -0.15
C 4.091 0.773 0.844  0.02
C 4.932 -0.156 0.262  -0.03
C 4.427 -0.987 -0.725  -0.04
C 3.084 -0.904 -1.049  -0.19
N 2.247 -0.045 -0.465  0.06
H 0.545 4.252 1.661  0.10
H -1.434 5.731 1.565  0.10
H -3.482 5.020 0.389  0.10
H -3.602 2.811 -0.712  0.10
H -3.773 -1.420 -2.864  0.13
H -2.789 -3.387 -4.107  0.12
H -0.313 -3.710 -4.003  0.11
H 1.032 -2.205 -2.603  0.07
H 4.420 1.493 1.579  0.12
H 5.971 -0.218 0.555  0.12
H 5.054 -1.701 -1.236  0.11
H 2.671 -1.536 -1.820  0.07
Cl 1.412 -2.901 0.008  0.78
C 0.318 -2.308 1.218  -0.62
C -0.251 -1.035 1.115  -0.15
C -1.084 -0.695 2.195  -0.62
Cl -1.893 0.823 2.262  0.83
C -1.329 -1.548 3.278  -0.70
Cl -2.359 -1.070 4.572  0.69
C -0.737 -2.802 3.331  -0.72
Cl -1.023 -3.852 4.658  0.69
C 0.098 -3.187 2.289  -0.71
Cl 0.840 -4.741 2.369  0.67

Multiplicity = 1
Lowest unoccupied orbital energy (alpha / beta) = -1.2 / -1.2 eV
Highest occupied orbital energy (alpha / beta) = -7.649 / -7.649 eV
Maximum force = 1.0 eV Å⁻¹
Frontier orbital gap (alpha / beta) = 6.45 / 6.45 eV


no.,total energy (eV)
1,-26949.4187
2,-13500.4850
3,-135378.4052